The following is a quantum chemistry calculation of 2 unconnected molecules or ions with the total composition C5H11N3O in a non-equilibrium geometry, from the Open Molecules 2025 dataset.

Positions of all 20 atoms, in Å:
C  -0.317880  2.130433  -0.514764
N  -1.304303  2.608987  0.282935
C  -0.985776  -0.434340  -0.056673
C  -1.791807  -0.932874  -0.971800
O  0.819800  1.870382  -0.103860
H  1.032551  0.273800  -0.175965
H  -0.542074  2.206621  -1.592305
H  -2.231243  2.728030  -0.080643
H  -1.204420  2.466438  1.275747
H  -1.251622  -0.262971  0.981599
H  -2.833150  -1.158909  -0.790751
H  -1.375286  -1.232205  -1.929744
C  1.170414  -1.616882  0.743273
C  1.924816  -1.175620  1.748377
N  0.737451  -0.755491  -0.314880
N  1.019628  -1.319388  -1.494055
H  1.751091  -0.751876  -1.924683
H  0.829746  -2.641326  0.628022
H  2.200519  -0.138396  1.831129
H  2.351543  -1.864413  2.459041

Atoms 1-3, force components in eV/Å:
0.91 1.42 0.28
0.41 -0.42 -0.13
1.37 -2.04 -0.10

As for the LUMO energy (spin up / spin down): 0.63 / 0.63 eV. The value obtained for the max |F| is 3.69 eV Å⁻¹. As for the energy: -436.4376 Ha. Its spin multiplicity is 1. The value obtained for the molecular weight is 129.2 g/mol. As for the HOMO energy (spin up / spin down): -7.030 / -7.030 eV.

Results of the natural (NBO) charge analysis, in e, for atoms 1 through 2:
1. C 0.550
2. N -0.796

***

The following is a quantum chemistry calculation of a molecular structure, C36H38N4O3S2Tc, from the Open Molecules 2025 dataset.

Positions of all 84 atoms, in Å:
Tc  1.771586  -0.356182  -1.729875
O  3.194579  -1.343370  -0.855490
C  4.485452  -1.489805  -1.144633
C  5.208200  -2.446340  -0.430856
C  6.547935  -2.632387  -0.699151
C  7.216554  -1.870285  -1.665761
C  6.516284  -0.919431  -2.361440
C  5.139999  -0.713006  -2.120190
C  4.489974  0.312409  -2.863600
N  3.242480  0.652943  -2.803330
C  2.777785  1.737109  -3.702094
C  1.364476  2.120982  -3.289142
N  0.680859  0.851745  -3.033577
C  -0.259116  0.438744  -3.803063
C  -0.699980  -0.931224  -3.863914
C  -1.937918  -1.231258  -4.458287
C  -2.340016  -2.536963  -4.619048
C  -1.480068  -3.569636  -4.230739
C  -0.241788  -3.302426  -3.681898
C  0.155506  -1.981034  -3.482954
O  1.384143  -1.765472  -2.970281
H  4.695325  -3.036950  0.314671
H  7.093970  -3.387546  -0.148717
H  8.267175  -2.032199  -1.855523
H  7.011477  -0.312288  -3.109063
H  5.114293  0.870778  -3.561740
H  3.451455  2.591928  -3.639692
H  2.780423  1.357948  -4.726409
H  1.373565  2.709896  -2.372336
H  0.855738  2.691916  -4.066677
H  -0.710362  1.155398  -4.490402
H  -2.570450  -0.417964  -4.794108
H  -3.295944  -2.765982  -5.067532
H  -1.779722  -4.598945  -4.377049
H  0.438159  -4.096020  -3.405392
S  1.575215  1.365077  0.000344
C  0.252164  0.853562  0.936954
N  -0.462742  1.671351  1.657178
C  -1.506642  1.145280  2.551637
C  -1.007574  -0.123190  3.181602
N  -0.645688  -1.060451  2.105618
C  -1.046103  -2.471330  2.323789
C  -2.548070  -2.585235  2.328363
C  -3.287770  -2.186257  1.217713
C  -4.669979  -2.272622  1.236663
C  -5.323324  -2.762854  2.361512
C  -4.590883  -3.165268  3.467022
C  -3.204843  -3.071971  3.451290
C  -0.103908  -0.623746  1.002536
S  0.183158  -1.582779  -0.348543
C  -0.274201  3.144622  1.685635
C  0.268418  3.578330  3.019744
C  1.571840  3.246107  3.383111
C  2.061721  3.620824  4.622948
C  1.256126  4.335030  5.502850
C  -0.037740  4.675277  5.142057
C  -0.532231  4.294611  3.900945
H  -2.413279  0.970442  1.966226
H  -1.699903  1.900734  3.309799
H  -1.799440  -0.590287  3.763772
H  -0.138809  0.047507  3.821073
H  -0.635597  -2.761277  3.292004
H  -0.568794  -3.072742  1.554073
H  -2.782314  -1.813373  0.332755
H  -5.242844  -1.968482  0.370352
H  -6.402224  -2.835608  2.371738
H  -5.094692  -3.552417  4.341837
H  -2.635197  -3.391833  4.316222
H  -1.255131  3.581504  1.491321
H  0.388903  3.404830  0.865497
H  2.209349  2.706084  2.691507
H  3.075715  3.369304  4.902570
H  1.643432  4.634434  6.467087
H  -0.661348  5.240786  5.820725
H  -1.539831  4.573101  3.612363
C  -4.393468  1.009924  -0.348236
C  -3.135007  1.539362  -1.000114
O  -2.103866  0.546341  -1.081423
H  -5.109895  1.812395  -0.170740
H  -4.163724  0.537608  0.609380
H  -4.886589  0.268585  -0.980796
H  -2.705164  2.358112  -0.419674
H  -3.349761  1.935176  -1.997469
H  -2.469498  -0.229623  -1.523547

Atoms 1-3, force components in eV/Å:
0.25 0.02 0.34
0.12 0.06 -0.13
-0.35 -0.05 0.17

As for the LUMO energy (spin up / spin down): -6.39 / -6.79 eV. The value obtained for the max |F| is 0.56 eV Å⁻¹. As for the energy: -2716.1260 Ha. Its spin multiplicity is 4. The value obtained for the molecular weight is 736.9 g/mol. As for the HOMO energy (spin up / spin down): -13.102 / -13.361 eV. Its total charge is +2.

Results of the Mulliken charge analysis, in e, for atoms 1 through 2:
1. Tc -0.370
2. O -0.089

***

The following is a quantum chemistry calculation of a molecular structure, C25H22I2MoN4O3STe4, from the Open Molecules 2025 dataset.

Positions of all 62 atoms, in Å:
Mo  1.816972  -0.929054  -0.121992
I  -2.859255  4.776519  4.554626
C  -1.488203  4.025793  3.176281
C  -0.134012  4.083632  3.457929
C  0.759053  3.673119  2.476620
I  2.800824  3.932574  2.798668
C  0.298058  3.118026  1.290562
O  1.182519  0.486776  1.238212
C  -1.067830  2.909833  1.079886
C  -1.532312  2.112161  -0.112319
N  -2.915292  1.642826  -0.045069
C  -3.459375  0.944288  1.122382
C  -2.748942  -0.247880  1.734948
C  -1.824297  -0.090243  2.761829
C  -1.340427  -1.209700  3.416884
C  -1.810933  -2.453178  3.037801
C  -2.704671  -2.521112  1.980447
N  -3.160694  -1.453917  1.328247
C  -1.952557  3.462199  1.996589
H  0.227472  4.491545  4.390443
H  -0.810594  1.299252  -0.257310
H  -1.467359  2.750840  -1.001057
H  -3.104492  1.095748  -0.872606
H  -4.444485  0.590271  0.819539
H  -3.628475  1.653677  1.930999
H  -1.502272  0.898503  3.055298
H  -0.614183  -1.109526  4.212961
H  -1.473248  -3.357685  3.521657
H  -3.078763  -3.483120  1.642627
H  -3.011242  3.441970  1.783552
Te  1.793262  -3.226727  1.418475
Te  -0.233101  -2.871581  -0.392684
Te  1.919122  -2.826710  -2.107099
Te  1.365894  -0.285375  -2.802525
C  7.452508  3.764056  0.030792
C  6.665229  2.482427  0.047642
C  6.692208  1.609395  -1.034073
C  5.976600  0.418645  -1.007281
C  5.229980  0.099037  0.114113
C  5.200898  0.946371  1.212807
C  5.915158  2.130545  1.170292
S  4.282416  -1.417387  0.123568
O  4.783793  -2.161870  -1.036313
O  4.532453  -1.997864  1.449122
N  2.243530  0.967311  0.493494
C  2.132544  2.120520  -0.137145
C  3.105981  2.425298  -1.141787
C  3.072015  3.591978  -1.817942
C  2.059705  4.548497  -1.530664
C  1.176381  4.267218  -0.557101
N  1.195008  3.076562  0.150798
H  7.701012  4.062733  -0.987095
H  8.388988  3.649078  0.580649
H  6.894803  4.575420  0.500108
H  7.281661  1.860502  -1.908432
H  5.992140  -0.269012  -1.842476
H  4.622276  0.675698  2.086493
H  5.900661  2.795128  2.027228
H  3.855805  1.671621  -1.327454
H  3.813570  3.794743  -2.579047
H  1.997643  5.490595  -2.052994
H  0.399870  4.950910  -0.247299

Atoms 1-3, force components in eV/Å:
0.81 -0.08 0.29
0.00 0.00 0.01
0.05 0.02 0.00

As for the LUMO energy (spin up / spin down): -1.07 / -1.00 eV. The value obtained for the max |F| is 0.86 eV Å⁻¹. As for the energy: -3544.4313 Ha. Its spin multiplicity is 3. The value obtained for the molecular weight is 1318.7 g/mol. As for the HOMO energy (spin up / spin down): -7.176 / -7.479 eV.

Results of the natural (NBO) charge analysis, in e, for atoms 1 through 2:
1. Mo 0.177
2. I 0.176

***

The following is a quantum chemistry calculation of 5 unconnected molecules or ions with the total composition C29H65N4O4 in a non-equilibrium geometry, from the Open Molecules 2025 dataset.

Positions of all 102 atoms, in Å:
C  3.249650  6.259958  -0.756159
C  2.919197  5.177012  0.144371
O  2.498435  5.306349  1.240672
N  3.329914  3.923969  -0.395178
H  1.725479  2.931270  -0.431520
H  3.571268  4.057236  -1.360780
C  4.241861  3.161309  0.456791
H  2.708871  7.198620  -0.637680
H  3.351007  5.976237  -1.845733
H  4.282403  6.359246  -0.469676
H  3.982187  3.198320  1.532920
H  5.298018  3.462918  0.322143
H  4.088199  2.067720  0.210579
C  4.336029  -2.658810  2.287240
C  4.191014  -2.637224  3.779385
C  2.825573  -2.125733  4.278912
N  1.776401  -3.153782  4.556985
C  0.452715  -2.404290  4.642570
C  -0.733484  -3.329466  4.902912
C  -0.827601  -4.379391  3.829193
C  0.468131  -5.195981  3.887511
C  1.672395  -4.261801  3.549994
C  2.114908  -3.690552  5.975229
H  5.408789  -2.812502  2.073233
H  4.024904  -1.697229  1.926858
H  3.766305  -3.417579  1.740964
H  4.944385  -1.933246  4.203211
H  4.437267  -3.606060  4.158450
H  2.491039  -1.380232  3.550013
H  2.845653  -1.603882  5.194447
H  0.373552  -1.943463  3.638025
H  0.562138  -1.585381  5.346309
H  -1.588876  -2.663691  4.979922
H  -0.565754  -3.779075  5.887143
H  -0.836192  -3.770053  2.904214
H  -1.672589  -5.009281  3.923078
H  0.410479  -5.851096  3.021264
H  0.597798  -5.806642  4.761676
H  1.534386  -3.748531  2.573728
H  2.573259  -4.889770  3.520567
H  1.371084  -4.389335  6.285427
H  2.245085  -2.847765  6.602384
H  3.079305  -4.235295  5.929070
C  -2.221891  0.727378  -5.322723
C  -1.218361  -0.142969  -6.087985
C  -0.057005  -0.590082  -5.228894
N  0.037733  -1.941455  -4.584858
C  1.263498  -2.028550  -3.677264
C  0.018462  -3.056497  -5.603494
C  -0.398840  -4.312556  -4.818981
C  -1.507629  -3.700285  -3.961259
C  -1.132237  -2.257337  -3.659983
H  -2.763378  1.264388  -6.065350
H  -1.763799  1.428465  -4.637209
H  -2.943899  0.147015  -4.691278
H  -0.694600  0.436090  -6.899297
H  -1.771538  -1.037117  -6.406300
H  0.201373  0.128548  -4.454746
H  0.809838  -0.622761  -5.907886
H  1.245324  -1.150137  -3.024901
H  2.169161  -2.209913  -4.227372
H  1.079742  -2.916572  -3.070079
H  0.999690  -3.064883  -6.072246
H  -0.824220  -2.697784  -6.263889
H  0.387049  -4.748958  -4.247910
H  -0.783340  -5.149559  -5.429414
H  -1.786240  -4.274378  -3.088112
H  -2.428792  -3.637035  -4.531474
H  -0.799222  -2.072796  -2.633838
H  -1.913724  -1.530159  -3.912064
C  -2.986503  -0.261099  -0.767263
C  -2.659104  1.059973  -0.026723
C  -3.754022  2.198171  -0.086169
N  -3.326844  3.537078  0.451585
C  -2.288045  4.195428  -0.376249
C  -2.894342  3.508124  1.930787
C  -3.276253  4.905206  2.494208
C  -4.169463  5.545203  1.406223
C  -4.534177  4.365221  0.509488
H  -2.889178  -0.160359  -1.832465
H  -3.989436  -0.606631  -0.490913
H  -2.254424  -1.026797  -0.437451
H  -1.689562  1.464616  -0.281155
H  -2.636232  0.795442  1.029406
H  -4.631713  1.895351  0.501753
H  -3.993277  2.406222  -1.163721
H  -2.637894  4.470407  -1.333652
H  -1.415704  3.478577  -0.442042
H  -2.001661  5.126050  0.083482
H  -1.801309  3.429154  1.912316
H  -3.407381  2.643556  2.370179
H  -2.347083  5.497384  2.584930
H  -3.766340  4.819325  3.423402
H  -3.644175  6.294600  0.860167
H  -5.085946  6.026131  1.781190
H  -4.841474  4.682459  -0.490156
H  -5.322123  3.754979  0.952499
O  2.529912  1.380161  -1.615740
C  1.168816  1.425700  -1.458962
O  0.313354  0.778836  -1.999826
O  0.853888  2.444138  -0.658455
H  2.649951  0.664271  -2.242529

Atoms 1-3, force components in eV/Å:
0.28 1.00 -2.32
0.22 -1.03 -1.36
-0.82 -0.18 1.87

As for the LUMO energy: -6.54 eV. The value obtained for the max |F| is 2.65 eV Å⁻¹. As for the energy: -1663.0824 Ha. Its spin multiplicity is 1. The value obtained for the molecular weight is 533.9 g/mol. As for the HOMO energy: -15.767 eV. Its total charge is +3.

Results of the Mulliken charge analysis, in e, for atoms 1 through 2:
1. C -1.106
2. C 0.789

***

Among the records above, which one has the highest spin multiplicity? C36H38N4O3S2Tc

***

The highest max |F| belongs to which entry? C5H11N3O

***

What did the first record say?
The following is a quantum chemistry calculation of 2 unconnected molecules or ions with the total composition C5H11N3O in a non-equilibrium geometry, from the Open Molecules 2025 dataset.

Positions of all 20 atoms, in Å:
C  -0.317880  2.130433  -0.514764
N  -1.304303  2.608987  0.282935
C  -0.985776  -0.434340  -0.056673
C  -1.791807  -0.932874  -0.971800
O  0.819800  1.870382  -0.103860
H  1.032551  0.273800  -0.175965
H  -0.542074  2.206621  -1.592305
H  -2.231243  2.728030  -0.080643
H  -1.204420  2.466438  1.275747
H  -1.251622  -0.262971  0.981599
H  -2.833150  -1.158909  -0.790751
H  -1.375286  -1.232205  -1.929744
C  1.170414  -1.616882  0.743273
C  1.924816  -1.175620  1.748377
N  0.737451  -0.755491  -0.314880
N  1.019628  -1.319388  -1.494055
H  1.751091  -0.751876  -1.924683
H  0.829746  -2.641326  0.628022
H  2.200519  -0.138396  1.831129
H  2.351543  -1.864413  2.459041

Atoms 1-3, force components in eV/Å:
0.91 1.42 0.28
0.41 -0.42 -0.13
1.37 -2.04 -0.10

As for the LUMO energy (spin up / spin down): 0.63 / 0.63 eV. The value obtained for the max |F| is 3.69 eV Å⁻¹. As for the energy: -436.4376 Ha. Its spin multiplicity is 1. The value obtained for the molecular weight is 129.2 g/mol. As for the HOMO energy (spin up / spin down): -7.030 / -7.030 eV.

Results of the natural (NBO) charge analysis, in e, for atoms 1 through 2:
1. C 0.550
2. N -0.796